73
Properties=species:S:1:pos:R:3:forces:R:3 method="wB97M-V/def2-TZVPD" relative_energy_kj_mol=96.1 homo_ev=-8.65 e_lumo_ev=0.404 smiles="CCOC(=O)N1CCC(NC(=O)CN(c2ccc(C(C)C)cc2)S(=O)(=O)c2c(C)nn(C)c2C)CC1" gap_ev=9.05 total_energy_ha=-2023.05961
S 2.984 2.282 0.031 0.450 -0.320 -0.173
O 3.484 3.512 -0.502 0.024 0.050 -0.198
O -1.208 2.325 -2.165 -0.207 -0.028 -0.357
O -5.597 -0.345 -0.070 0.262 0.105 0.131
O -6.328 1.796 -0.062 -0.362 0.164 -0.253
O 2.256 2.376 1.279 0.175 -0.193 0.020
N -4.346 1.258 0.888 0.065 -0.091 0.047
N 5.971 -0.196 -0.475 0.276 -0.042 -0.931
N 2.020 1.611 -1.167 0.915 0.507 0.574
N 5.802 -0.291 0.847 -0.825 0.654 0.200
N -0.390 2.434 -0.047 0.049 0.120 0.362
C 1.041 -0.377 -2.145 0.130 0.315 0.076
C 4.399 0.578 2.714 -0.006 -0.022 0.058
C 4.793 0.486 1.289 -0.103 0.054 0.028
C -2.041 0.651 0.352 -0.065 0.073 0.307
C 4.923 1.034 -2.342 0.118 -0.126 -0.085
C -0.282 2.434 -1.388 0.397 0.103 0.074
C 6.654 -1.141 1.626 0.254 -0.251 0.285
C 0.106 -3.762 -0.703 0.002 -0.052 0.204
C -6.814 -0.737 -0.700 -0.495 0.018 -0.174
C 5.066 0.653 -0.917 0.037 -0.021 0.190
C -1.144 -3.767 0.181 0.082 -0.071 -0.259
C 0.649 -2.360 -0.821 -0.040 -0.039 -0.192
C 0.589 -1.676 -2.028 -0.021 -0.058 0.130
C 1.632 -0.389 0.174 -0.132 -0.109 0.032
C -3.295 0.304 1.154 0.234 -0.325 -0.171
C 1.160 -4.730 -0.163 -0.144 0.067 -0.227
C 1.566 0.288 -1.039 -0.065 -0.824 0.167
C -3.995 2.635 1.154 -0.101 0.354 -0.170
C -7.939 -0.920 0.309 0.390 0.117 -0.129
C 1.184 -1.694 0.274 0.018 -0.004 -0.092
C 4.284 1.115 0.164 -0.342 0.217 0.107
C -1.606 2.086 0.672 -0.271 -0.059 -0.453
C -5.487 0.975 0.220 -0.003 -0.171 0.179
C -2.758 3.042 0.353 -0.033 -0.129 0.300
C 1.170 2.552 -1.872 -0.242 0.324 -0.281
H 1.436 -4.476 0.858 0.053 0.017 0.142
H 1.993 0.118 1.053 -0.053 -0.079 0.111
H -2.477 4.066 0.602 0.020 0.055 0.000
H 5.236 0.922 3.321 0.016 0.017 0.078
H 6.068 -1.905 2.141 0.039 0.009 -0.022
H -1.570 -4.767 0.226 -0.084 -0.102 0.058
H -0.184 -4.099 -1.704 0.031 0.069 0.038
H 1.201 2.381 -2.951 -0.054 0.030 0.165
H 1.566 3.549 -1.667 -0.162 0.014 -0.194
H 3.578 1.283 2.811 0.026 -0.047 0.106
H 4.086 -0.396 3.089 -0.035 -0.043 0.071
H 7.351 -1.618 0.942 -0.055 0.036 0.048
H -2.974 2.990 -0.713 -0.008 0.042 0.022
H 5.826 0.766 -2.885 0.034 0.018 -0.067
H -3.065 0.338 2.227 -0.016 -0.069 -0.016
H -0.901 -3.450 1.192 0.022 0.040 0.148
H -6.578 -1.678 -1.203 -0.015 0.131 0.027
H 4.076 0.510 -2.784 -0.053 -0.002 -0.086
H 1.235 -2.186 1.233 0.004 -0.067 0.127
H 7.208 -0.560 2.365 0.001 -0.035 -0.028
H -2.256 0.582 -0.715 0.007 -0.040 -0.035
H 4.742 2.104 -2.415 0.028 0.043 -0.126
H -1.893 -3.088 -0.220 -0.119 0.062 0.013
H 0.174 -2.166 -2.898 -0.048 -0.059 -0.089
H -8.163 0.032 0.782 -0.063 0.043 0.033
H -1.362 2.159 1.738 -0.007 -0.004 -0.048
H 0.970 0.128 -3.094 -0.017 0.087 -0.136
H -8.829 -1.282 -0.198 -0.127 -0.055 -0.034
H -1.238 -0.049 0.588 0.040 -0.025 0.003
H -3.650 -0.694 0.901 0.084 0.094 0.140
H 0.772 -5.747 -0.167 -0.006 -0.122 0.046
H -3.799 2.744 2.228 -0.043 0.026 -0.005
H 0.456 2.508 0.505 -0.160 -0.028 -0.061
H -7.092 0.021 -1.439 0.077 -0.183 0.053
H -4.853 3.252 0.882 0.128 -0.047 0.140
H -7.647 -1.636 1.074 -0.022 -0.092 0.059
H 2.055 -4.699 -0.780 0.116 -0.041 -0.011